2 unconnected molecules or ions with the total composition C4H10N2O2. Source: the OMol25 dataset; level of theory: ωB97M-V/def2-TZVPD.

Computed properties:
* HOMO-LUMO gap: 3.65 eV
* E: -11377.0171 eV
* charge: 0
* ΔE to the lowest compared entry with this formula, charge and spin: 228.0 kcal/mol

```
18
Properties=species:S:1:pos:R:3:nbo_charge:R:1
C -0.05 -0.49 1.03 -0.2433
N -0.23 1.02 1.10 -0.6029
C -2.86 0.79 -1.68 -0.2628
O -1.80 0.45 -0.91 -0.5309
C 0.95 -0.78 -0.01 -0.3189
N 2.17 0.03 0.17 -0.4089
C 3.12 -0.57 0.86 0.4122
O 3.23 -1.84 1.24 -0.5480
H -1.09 -0.91 0.92 0.2516
H 0.38 -0.73 1.99 0.2383
H -0.89 1.31 0.33 0.4055
H -2.94 0.15 -2.56 0.2004
H -3.75 0.79 -1.18 0.1614
H -2.64 1.76 -2.14 0.2068
H 1.29 -1.90 0.00 0.2677
H 0.47 -0.56 -1.00 0.2514
H 0.72 1.29 0.83 0.3760
H 3.93 0.19 1.02 0.1442
```

***

C4H5NO in the gas phase. Source: the OMol25 dataset; level of theory: ωB97M-V/def2-TZVPD.

Computed properties:
* SMILES string: C[C@H]1O[C@H]1C#N
* HOMO-LUMO gap: 11.92 eV
* E: -7764.7506 eV
* charge: 0
* ΔE to the lowest compared entry with this formula, charge and spin: 41.0 kcal/mol

```
11
Properties=species:S:1:pos:R:3:nbo_charge:R:1
C 1.31 -0.32 -0.24 -0.6431
C 0.29 0.71 0.15 0.0917
O -0.51 1.10 -0.98 -0.4492
C -1.16 0.48 0.11 -0.0547
C -1.58 -0.91 0.15 0.2425
N -1.86 -2.00 0.44 -0.2935
H 1.80 -0.81 0.60 0.2255
H 0.87 -1.07 -0.90 0.2320
H 2.08 0.22 -0.82 0.2294
H 0.63 1.46 0.87 0.1925
H -1.83 1.16 0.63 0.2268
```

***

A molecular structure, C34H35BrCaClN6O5PTe. Source: the OMol25 dataset; level of theory: ωB97M-V/def2-TZVPD.

Computed properties:
* HOMO-LUMO gap: 5.77 eV
* E: -172599.5535 eV
* charge: -2
* ΔE to the lowest compared entry with this formula, charge and spin: 10.3 kcal/mol

```
85
Properties=species:S:1:pos:R:3:mulliken_charge:R:1
Ca 1.23 0.31 -1.51 1.7463
Br 5.41 -4.49 7.37 -0.2432
C 6.06 -3.32 6.01 0.1419
C 6.79 -2.20 6.37 -0.5104
C 7.27 -1.36 5.37 -0.2720
C 7.02 -1.61 4.03 0.0103
C 6.28 -2.76 3.69 0.2454
C 5.81 -3.61 4.68 -0.5859
N 7.69 -0.84 3.05 -1.0281
N 7.13 -0.38 2.01 -0.1472
C 5.78 -0.27 1.79 -0.1397
C 4.76 -0.22 2.76 -0.1301
C 3.45 -0.03 2.44 -1.2000
C 2.99 0.13 1.09 0.4750
O 1.79 0.28 0.80 -0.1997
C 4.05 0.14 0.06 -0.2400
N 3.65 0.33 -1.21 0.1343
C 4.54 0.38 -2.18 -0.5438
C 5.92 0.24 -1.92 -0.8391
C 6.34 0.03 -0.64 -0.4169
C 5.40 -0.02 0.41 1.1176
H 6.98 -1.99 7.41 0.3839
H 7.86 -0.49 5.63 0.3579
H 6.07 -2.97 2.65 0.3636
H 5.24 -4.49 4.41 0.3971
H 5.03 -0.29 3.80 0.3623
H 2.69 0.04 3.22 0.4212
H 4.16 0.53 -3.18 0.4887
H 6.62 0.30 -2.74 0.3877
H 7.39 -0.09 -0.40 0.4440
C -1.42 3.37 2.41 -1.5363
C -1.51 3.51 0.91 0.1256
O -0.33 2.95 0.34 0.1549
P 0.37 3.51 -1.01 -0.4941
O 1.58 2.68 -1.21 -0.4839
Te 0.51 5.88 -0.93 -0.4364
O -0.67 3.05 -2.17 0.1211
C -1.94 3.62 -2.43 0.0907
C -2.15 3.61 -3.93 -1.4952
H -2.32 3.78 2.89 0.4010
H -0.55 3.90 2.78 0.3326
H -1.32 2.32 2.69 0.2824
H -1.59 4.57 0.63 0.4083
H -2.38 2.98 0.52 0.0152
H -1.98 4.63 -2.03 0.4408
H -2.70 3.01 -1.93 -0.0257
H -1.43 4.28 -4.41 0.3366
H -3.16 3.94 -4.18 0.4015
H -1.98 2.61 -4.33 0.2764
Cl 1.08 0.48 -4.25 -0.7034
C 0.13 -3.39 -2.85 -1.0737
C 0.84 -3.08 -1.51 0.0976
C -0.07 -3.49 -0.34 -0.9573
O 1.19 -1.77 -1.43 -0.8774
H -0.89 -3.00 -2.83 0.0721
H 0.09 -4.47 -3.06 0.4177
H 0.67 -2.88 -3.65 0.2627
H 1.73 -3.75 -1.46 0.2040
H 0.44 -3.27 0.60 0.2154
H -0.33 -4.55 -0.37 0.4249
H -0.99 -2.89 -0.37 -0.0097
N -6.20 -0.40 -2.16 0.0806
C -7.52 -0.40 -1.76 0.6427
C -8.71 -0.65 -2.42 -1.0320
C -9.88 -0.55 -1.68 -0.3729
C -9.85 -0.21 -0.32 -0.4453
C -8.66 0.04 0.33 -0.7112
C -7.47 -0.06 -0.39 0.4901
N -6.16 0.13 0.01 -0.6968
C -5.44 -0.08 -1.06 -0.2560
C -3.98 0.00 -1.13 1.4249
C -3.23 0.10 0.04 -0.7585
C -1.85 0.17 -0.06 -0.9570
N -1.21 0.15 -1.22 1.0408
C -1.92 0.06 -2.35 -1.0313
C -3.30 -0.02 -2.34 -0.6914
H -5.85 -0.63 -3.07 0.1586
H -8.74 -0.91 -3.47 0.3725
H -10.83 -0.73 -2.16 0.3703
H -10.78 -0.14 0.22 0.3664
H -8.63 0.30 1.38 0.4255
H -3.73 0.12 1.00 0.5179
H -1.23 0.25 0.82 0.4879
H -1.34 0.06 -3.27 0.4068
H -3.82 -0.06 -3.29 0.1979
```

***

C3H4ClFN2S in the gas phase. Source: the OMol25 dataset; level of theory: ωB97M-V/def2-TZVPD.

Computed properties:
* SMILES string: N/N=C/S/C=C(\F)Cl
* HOMO-LUMO gap: 8.96 eV
* E: -32228.9233 eV
* charge: 0
* ΔE to the lowest compared entry with this formula, charge and spin: 42.0 kcal/mol

```
12
Properties=species:S:1:pos:R:3:nbo_charge:R:1
N 2.81 0.37 -1.33 -0.6128
N 1.50 0.35 -1.14 -0.2623
C 0.87 1.49 -1.17 -0.1546
S -0.83 1.63 -0.64 0.2615
C -1.21 -0.06 -0.26 -0.4867
C -0.70 -0.62 0.83 0.3954
F 0.04 -0.02 1.73 -0.2904
Cl -0.99 -2.25 1.28 0.0152
H 3.16 -0.56 -1.61 0.3644
H 3.12 1.07 -2.03 0.3331
H 1.31 2.50 -1.47 0.1841
H -1.84 -0.60 -0.99 0.2532
```

***

A molecular structure, C35H23Br5IIrN3O2Te. Source: the OMol25 dataset; level of theory: ωB97M-V/def2-TZVPD.

Computed properties:
* <S²>: 1.027
* HOMO-LUMO gap (alpha / beta): 5.18 / 6.10 eV
* E: -413663.2380 eV
* charge: +2
* 2S+1: 2

```
71
Properties=species:S:1:pos:R:3:mulliken_spin:R:1
Ir -0.08 -0.13 -0.59 0.1812
C -3.80 -0.71 -3.15 -0.0021
C -4.79 -0.02 -2.47 -0.0001
C -4.51 0.47 -1.20 0.0003
C -3.23 0.31 -0.67 0.0186
N -2.26 -0.29 -1.39 -0.0207
C -2.54 -0.80 -2.57 0.0046
C -2.86 0.72 0.69 -0.0279
C -3.77 1.20 1.63 0.0009
C -3.32 1.52 2.90 -0.0028
C -1.99 1.30 3.22 -0.0009
C -1.13 0.78 2.25 -0.0022
N -1.57 0.54 1.02 0.0227
C 0.27 0.42 2.51 0.0054
C 0.89 0.62 3.74 -0.0006
C 2.19 0.18 3.93 -0.0030
C 2.84 -0.45 2.88 0.0016
C 2.16 -0.61 1.68 -0.0007
N 0.92 -0.17 1.50 0.0187
H -3.98 -1.16 -4.11 0.0000
H -5.76 0.11 -2.91 -0.0002
H -5.27 0.98 -0.64 0.0000
H -1.73 -1.30 -3.08 0.0010
H -4.81 1.31 1.38 0.0004
H -4.01 1.90 3.63 -0.0001
H -1.65 1.52 4.22 -0.0004
H 0.37 1.12 4.55 -0.0006
H 2.69 0.33 4.87 0.0000
H 3.85 -0.82 2.98 0.0002
H 2.63 -1.08 0.83 -0.0014
Br 3.95 -5.36 -3.73 0.0352
C 2.64 -4.44 -2.75 0.1401
C 1.56 -5.14 -2.18 0.0639
Br 1.42 -7.00 -2.41 0.0223
C 0.59 -4.46 -1.46 0.0318
Br -0.88 -5.34 -0.67 0.0062
C 0.64 -3.06 -1.29 0.1939
O -0.24 -2.41 -0.65 0.2896
C 1.75 -2.32 -1.91 0.1633
O 1.76 -1.06 -1.79 0.1699
C 2.72 -3.06 -2.61 -0.0377
Br 4.12 -2.09 -3.41 -0.0016
C -0.61 1.89 -3.96 -0.0003
Te 0.88 1.84 -2.39 -0.2695
C 2.11 0.98 -3.93 0.0167
C 1.36 0.99 -5.21 -0.0017
C 1.96 0.55 -6.38 -0.0043
C 1.26 0.59 -7.57 0.0004
C -0.04 1.08 -7.61 0.0003
C -0.65 1.51 -6.44 -0.0035
C 0.04 1.46 -5.24 0.0005
H -1.00 2.91 -4.04 0.0009
H -1.45 1.24 -3.70 0.0020
H 2.38 -0.03 -3.62 -0.0050
H 3.04 1.56 -4.01 -0.0034
H 2.97 0.18 -6.35 -0.0001
H 1.72 0.24 -8.48 0.0000
H -0.58 1.11 -8.54 0.0000
H -1.66 1.89 -6.47 -0.0002
Br -0.61 4.08 -0.22 -0.0004
C 0.71 5.39 0.25 0.0005
C 0.36 6.73 0.19 0.0000
C 1.28 7.70 0.58 -0.0002
C 2.55 7.32 0.99 0.0001
C 2.90 5.99 1.02 0.0001
C 1.98 5.02 0.67 -0.0011
I 2.53 2.97 0.81 -0.0004
H -0.62 7.01 -0.15 0.0001
H 0.99 8.73 0.55 0.0000
H 3.26 8.07 1.30 0.0000
H 3.90 5.70 1.33 0.0001
```

***

A molecular structure, C13H30IIrOP2Si. Source: the OMol25 dataset; level of theory: ωB97M-V/def2-TZVPD.

Computed properties:
* <S²>: 6.029
* HOMO-LUMO gap (alpha / beta): 5.77 / 5.44 eV
* E: -53390.1635 eV
* charge: +2
* ΔE to the lowest compared entry with this formula, charge and spin: 0.0 kcal/mol
* 2S+1: 5

```
49
Properties=species:S:1:pos:R:3:nbo_charge:R:1
C 0.05 -0.12 -3.19 -0.8878
I -2.07 -0.58 -2.51 0.4056
H 0.77 -0.01 -2.37 0.1863
H -0.12 0.81 -3.75 0.2289
H 0.34 -0.91 -3.89 0.2410
Ir -0.67 -0.03 -0.39 0.3003
P 0.07 2.21 -0.32 1.0998
C -1.33 3.29 -0.80 -0.9421
C 0.64 2.86 1.28 -0.9556
H 0.17 3.83 1.50 0.2763
H 1.66 3.56 -1.63 0.2776
H 1.74 2.96 1.29 0.2770
H 2.29 1.93 -1.24 0.2616
H -2.22 3.01 -0.21 0.2554
H 0.35 2.15 2.06 0.2593
C 1.40 2.49 -1.55 -0.9481
H -1.09 4.34 -0.60 0.2744
H 1.09 2.13 -2.54 0.2631
H -1.56 3.17 -1.87 0.2667
P 0.14 -2.22 -0.12 1.1404
C -1.26 -3.40 -0.21 -0.9503
C 1.28 -2.68 -1.47 -0.9482
H 2.15 -2.75 1.07 0.2725
H 0.75 -3.72 1.65 0.2748
H 0.92 -2.00 2.14 0.2653
C 1.09 -2.73 1.34 -0.9613
H 2.21 -2.12 -1.32 0.2605
H 1.49 -3.76 -1.39 0.2755
H -0.94 -4.33 0.29 0.2673
H -1.53 -3.61 -1.26 0.2716
H 0.87 -2.45 -2.46 0.2589
H -2.13 -2.99 0.31 0.2576
C -2.33 0.14 0.48 0.5292
O -3.27 0.21 1.15 -0.3702
C -1.57 1.02 5.23 -1.0884
Si -0.06 0.09 4.63 1.5304
C 1.47 0.95 5.27 -1.0774
C -0.03 -1.66 5.30 -1.0954
C -0.08 -0.01 2.78 -0.3272
C -0.26 -0.01 1.54 -0.2450
H -1.69 0.94 6.32 0.2782
H -2.47 0.62 4.76 0.2462
H -1.51 2.08 4.98 0.2501
H 1.46 0.89 6.37 0.2764
H 2.39 0.49 4.91 0.2517
H 1.50 2.01 4.99 0.2490
H -0.89 -2.24 4.93 0.2454
H 0.88 -2.19 5.01 0.2472
H -0.08 -1.65 6.40 0.2750
```